(1)
This record from OMol25 describes 2 unconnected molecules or ions with the total composition C7H18NO at a distorted geometry. The level of theory is ωB97M-V/def2-TZVPD.

The geometry in XYZ format:
```
27
Properties=species:S:1:pos:R:3:forces:R:3
C -1.332 -1.508 -0.473 0.247 0.236 0.020
C -1.821 0.074 1.436 0.163 0.079 0.004
C -2.565 0.643 -0.898 0.007 0.043 0.033
C 2.141 -0.362 1.278 0.171 -0.080 0.060
C 2.928 0.210 -0.949 0.189 -0.077 -0.114
C -0.301 0.773 -0.428 0.845 -0.411 -0.146
C -1.464 -0.050 -0.041 -0.158 0.076 0.312
N 1.886 -0.405 -0.152 -1.130 -0.241 -0.011
O 0.049 1.769 0.302 -0.332 0.086 0.109
H -1.013 -1.595 -1.506 0.032 -0.057 -0.239
H -2.291 -2.001 -0.367 -0.166 -0.027 -0.008
H -0.622 -2.030 0.159 0.144 -0.103 0.091
H -1.839 1.116 1.747 -0.065 0.018 0.078
H -1.102 -0.458 2.056 0.031 -0.018 0.058
H -2.806 -0.352 1.614 -0.026 -0.053 -0.027
H -2.328 0.640 -1.958 0.003 -0.002 -0.166
H -2.730 1.664 -0.565 -0.036 0.136 -0.011
H -3.488 0.086 -0.758 -0.050 -0.080 0.037
H 1.409 -0.973 1.798 -0.059 -0.007 0.086
H 3.142 -0.728 1.528 -0.006 0.026 0.022
H 2.059 0.665 1.634 -0.010 0.038 0.055
H 2.689 0.118 -2.006 0.017 0.071 -0.083
H 3.020 1.263 -0.685 0.028 0.115 -0.018
H 3.900 -0.263 -0.774 0.027 0.084 -0.018
H 0.050 0.691 -1.453 0.065 0.238 0.018
H 1.731 -1.362 -0.454 0.102 0.110 0.051
H 0.698 2.377 -0.087 -0.035 -0.201 -0.192
```
Forces are in eV/Å.

Calculated total energy (eV): -11081.15356
Charge: +1
E_LUMO (Ha): -0.154
Frontier orbital gap (eV): 9.4
2S+1: 1
Relative energy (zero: lowest compared OMol25 entry of this formula, charge and spin) (kJ/mol): 110.2

---

(2)
This record from OMol25 describes 4 unconnected molecules or ions with the total composition H8O4 at a distorted geometry. The level of theory is ωB97M-V/def2-TZVPD.

The geometry in XYZ format:
```
12
Properties=species:S:1:pos:R:3:forces:R:3
O 1.475 -0.719 0.423 -0.709 0.472 0.158
H 0.798 -0.042 0.262 0.173 -0.272 0.002
H 1.507 -0.770 1.385 0.186 -0.120 -0.083
H 2.513 -0.785 -1.122 0.312 -0.620 0.053
O 3.311 -0.742 -1.664 0.436 0.613 -0.402
H 3.561 -1.591 -2.035 -0.478 -0.051 0.286
O -3.193 -0.793 1.657 -0.068 -0.096 0.311
H -3.430 0.043 1.246 0.162 -0.123 -0.191
H -2.767 -1.339 0.991 -0.049 0.215 -0.128
O -1.462 2.130 -0.376 -0.011 -0.915 0.405
H -2.243 2.686 -0.359 0.354 0.391 -0.275
H -0.717 2.550 -0.807 -0.307 0.504 -0.138
```
Forces are in eV/Å.

Calculated total energy (eV): -8319.62047
E_LUMO (Ha): 0.012
SMILES: O.O.O.O
Frontier orbital gap (eV): 11.1
2S+1: 1
Relative energy (zero: lowest compared OMol25 entry of this formula, charge and spin) (kJ/mol): 101.8

---

(3)
This record from OMol25 describes 11 unconnected molecules or ions with the total composition C5H34N2O11 at a distorted geometry. The level of theory is ωB97M-V/def2-TZVPD.

The geometry in XYZ format:
```
52
Properties=species:S:1:pos:R:3:forces:R:3
C 2.399 2.996 -0.624 3.198 -2.571 0.539
O 3.804 2.809 -0.976 0.212 0.044 0.422
C 1.946 1.640 -0.056 -0.490 -2.023 2.003
C 0.581 1.668 0.707 -0.568 1.360 -1.468
C -0.442 1.354 -0.355 -1.625 -0.533 -0.307
C -1.785 1.268 -0.329 1.295 -1.512 1.231
N -2.560 0.748 -1.468 -0.908 3.442 -1.626
N 2.934 1.198 1.019 0.809 0.242 2.201
H 2.497 3.690 0.228 -0.947 0.416 -0.925
H 2.032 3.198 -1.595 -1.923 1.062 -0.200
H 3.928 2.022 -1.531 -0.086 0.251 0.338
H 2.005 0.712 -0.688 -0.274 1.525 -0.069
H 0.469 2.645 1.193 -0.237 0.211 -0.480
H 0.415 1.047 1.566 0.545 -0.997 0.156
H 0.044 0.968 -1.240 -0.226 0.415 -0.560
H -2.405 1.215 0.561 0.276 0.715 0.005
H -3.021 -0.169 -1.521 0.730 -0.175 0.430
H -2.123 0.980 -2.354 0.840 -0.642 -0.235
H -3.353 1.443 -1.554 0.406 -1.191 0.369
H 3.427 2.008 1.452 -0.017 -0.685 -0.570
H 3.597 0.442 0.766 -0.122 0.798 -0.786
H 2.463 0.728 1.827 -0.112 0.839 -0.721
H -2.806 -2.575 -2.844 -0.648 0.018 0.422
H -1.944 -1.596 -3.442 0.060 0.651 -0.042
O -2.687 -1.616 -2.822 0.527 -0.732 -0.432
H -2.094 -4.343 -1.112 -0.017 -0.348 0.211
H -0.964 -4.974 -0.267 -0.145 -0.291 -0.186
O -1.298 -4.143 -0.614 0.156 0.485 0.020
H -4.636 0.656 0.666 -0.322 -0.091 -0.099
H -5.031 -0.684 -0.028 0.116 0.478 0.236
O -4.434 0.088 -0.079 -0.858 -0.472 -0.158
H 5.045 -0.659 -0.620 0.134 0.078 -0.579
H 4.848 -0.136 -2.097 0.514 -0.287 0.137
O 4.524 -0.079 -1.194 -0.250 0.242 -0.030
H -0.543 -3.293 1.605 0.206 0.177 -0.390
H -0.296 -1.980 2.304 0.014 -0.011 -0.080
O 0.030 -2.511 1.567 -0.111 0.155 0.441
H 1.261 -0.379 3.567 -0.301 -0.286 0.881
H 0.357 0.694 4.363 0.307 -0.522 0.132
O 0.926 0.517 3.606 0.162 0.570 -0.868
H 3.128 -2.244 -0.099 -0.123 -0.054 0.073
H 2.158 -1.630 0.946 0.237 -0.502 -0.424
O 2.923 -1.430 0.373 -0.619 0.103 0.662
H -3.086 -0.315 3.346 -0.535 0.265 0.467
H -4.229 0.415 2.496 -0.076 -0.184 1.025
O -3.324 0.099 2.516 0.697 0.090 -0.764
H 1.770 -0.111 -2.881 -0.509 -0.283 -0.069
H 2.310 1.216 -3.105 -0.272 0.559 -0.329
O 1.448 0.796 -2.982 0.784 -0.421 0.071
H -3.976 -1.859 2.006 -0.140 -0.109 0.186
H -3.483 -1.833 0.622 0.221 -0.182 -0.106
O -4.019 -2.383 1.202 0.015 -0.087 -0.155
```
Forces are in eV/Å.

Calculated total energy (eV): -31222.97801
Charge: +2
E_LUMO (Ha): -0.192
Frontier orbital gap (eV): 10.9
2S+1: 1
Relative energy (zero: lowest compared OMol25 entry of this formula, charge and spin) (kJ/mol): 297.0

---

(4)
This record from OMol25 describes a molecular structure, C18H43Cl2F9N4O10 at a distorted geometry. The level of theory is ωB97M-V/def2-TZVPD.

The geometry in XYZ format:
```
86
Properties=species:S:1:pos:R:3:forces:R:3
N 3.401 -0.149 1.778 -0.945 -2.654 -0.141
H 3.391 -1.165 1.354 -0.388 1.316 0.976
H 3.595 -0.263 2.777 0.820 0.259 -0.465
H 2.339 0.098 1.878 -0.995 0.702 -0.383
H 3.972 0.488 1.243 0.063 0.415 0.359
N 0.600 -2.698 2.728 -7.509 0.142 4.074
H -0.056 -1.904 2.962 -0.072 -0.100 0.503
H 0.014 -3.084 1.929 1.317 -0.156 0.976
H 0.598 -3.275 3.559 0.033 -0.263 -0.150
H 1.499 -2.406 2.282 0.845 0.283 -0.347
N -2.300 -3.154 1.649 -3.379 0.600 2.505
H -1.551 -3.049 0.906 -0.145 -0.542 -0.211
H -3.240 -3.177 1.261 0.017 -0.111 0.280
H -2.197 -2.305 2.338 0.327 0.313 0.238
H -2.098 -4.017 2.150 -0.215 0.150 -0.146
N -0.397 -0.487 -0.249 -0.522 -0.674 0.045
H 0.253 -0.442 -1.042 -0.219 -0.153 0.329
H -1.258 0.016 -0.486 0.370 0.111 0.197
H 0.050 -0.086 0.635 0.236 0.547 0.531
H -0.643 -1.486 0.017 0.624 0.264 -0.604
O -0.540 -3.241 0.317 2.442 0.546 -2.375
C 0.662 -3.711 -0.176 -0.335 -1.325 -0.038
C 1.883 -2.880 0.177 1.063 -0.107 -1.247
O 2.230 -2.715 1.494 5.996 0.117 -4.415
H 0.591 -3.888 -1.269 0.302 0.577 -0.088
H 0.805 -4.756 0.163 0.229 0.180 0.356
H 1.803 -1.933 -0.404 -0.052 0.106 0.305
H 2.714 -3.413 -0.342 -0.134 0.039 -0.048
O 0.784 0.446 2.039 1.120 -0.644 -0.995
C -0.008 0.770 3.131 -0.076 -0.557 -0.125
C -1.401 0.145 2.999 -0.740 -0.333 -1.376
O -1.545 -1.208 3.253 0.020 -0.042 0.387
H -0.130 1.862 3.168 -0.079 0.149 0.408
H 0.436 0.384 4.065 -0.024 0.305 0.184
H -1.617 0.264 1.912 -0.072 0.597 0.026
H -2.171 0.769 3.486 0.078 0.049 0.482
C -5.873 0.787 1.457 -0.892 0.106 -0.493
C -4.473 0.845 0.891 -0.144 -2.517 0.754
O -4.178 2.129 0.396 -0.794 0.875 0.771
C -2.978 2.433 -0.011 -0.862 0.335 -0.363
O -2.189 1.684 -0.470 1.428 -1.028 -0.335
C -2.728 3.947 -0.036 -0.653 -0.680 -0.289
F -2.296 4.258 -1.236 0.372 0.413 -1.192
F -3.833 4.622 0.202 -0.832 0.596 0.184
F -1.826 4.307 0.831 1.089 0.226 1.187
H -6.035 -0.071 2.111 0.499 0.115 0.235
H -6.592 0.592 0.654 0.024 0.385 -0.076
H -6.181 1.700 1.962 0.148 -0.012 0.150
H -4.431 0.028 0.162 0.260 0.793 -0.398
H -3.751 0.506 1.643 0.152 0.704 0.018
C 2.796 6.993 2.366 -0.018 -0.116 0.171
C 3.171 5.577 2.012 0.523 0.155 -0.148
O 2.263 5.107 0.990 -1.187 1.019 0.620
C 2.565 3.942 0.501 -1.255 1.483 -0.986
O 3.514 3.342 0.817 2.488 -2.681 0.676
C 1.670 3.516 -0.668 -1.000 0.229 -0.433
F 2.434 3.413 -1.778 -0.490 0.010 0.527
F 1.120 2.326 -0.399 0.193 0.516 -0.346
F 0.674 4.418 -0.919 0.971 -0.967 0.155
H 1.785 7.037 2.771 -0.096 0.029 -0.295
H 2.909 7.633 1.493 -0.178 0.144 0.089
H 3.435 7.358 3.170 0.210 -0.035 -0.142
H 3.164 4.926 2.888 -0.248 -0.162 -0.204
H 4.158 5.493 1.550 0.082 0.228 0.329
C 3.547 -3.138 -4.588 -0.563 -1.248 0.223
C 2.633 -2.345 -3.681 1.340 1.082 -0.314
O 2.633 -0.981 -4.225 0.777 -1.625 -1.412
C 1.938 -0.105 -3.612 0.843 1.313 -2.187
O 1.511 -0.195 -2.535 -2.015 -0.163 3.665
C 1.864 1.190 -4.438 1.051 -0.035 0.868
F 1.925 0.980 -5.722 -0.234 -0.314 -1.444
F 0.802 1.890 -4.150 -0.998 0.513 0.261
F 2.952 1.907 -4.108 0.285 0.316 0.160
H 3.166 -4.166 -4.519 0.358 -0.013 -0.162
H 4.579 -3.156 -4.247 0.012 0.208 0.074
H 3.535 -2.869 -5.640 -0.271 0.289 0.046
H 3.082 -2.289 -2.691 -0.404 -0.108 0.196
H 1.603 -2.663 -3.633 -0.181 -0.251 -0.017
Cl -3.878 -1.644 -1.465 0.580 0.160 0.211
C -3.433 -3.345 -1.783 -2.088 -0.409 -0.259
C -2.586 -3.443 -3.017 0.186 -0.272 0.445
Cl -2.353 -5.167 -3.394 0.236 -0.236 0.041
H -4.429 -3.752 -1.984 0.289 -0.298 -0.238
H -3.122 -3.876 -0.889 0.810 0.401 -0.064
H -1.620 -2.979 -2.828 0.050 -0.009 -0.319
H -3.112 -3.052 -3.879 0.151 0.436 0.053
```
Forces are in eV/Å.

Calculated total energy (eV): -95296.94494
E_LUMO (Ha): 0.014
Frontier orbital gap (eV): 7.1
2S+1: 1
Relative energy (zero: lowest compared OMol25 entry of this formula, charge and spin) (kJ/mol): 263.2